(1)
{
  "formula": "C2H8S3",
  "method": "ωB97M-V/def2-TZVPD",
  "orbital_gap_ev": 9.14,
  "charge": 0,
  "lumo_ev": 0.5,
  "smiles": "CSC.SS",
  "species": ["C", "H", "S", "H", "H", "H", "S", "H", "H", "S", "H", "H", "C"],
  "coordinates": [[1.22442, -0.84890, -1.40586], [1.55992, -0.13912, -2.15814], [-2.86467, 1.88019, -0.24252], [0.54809, -0.75853, 2.22342], [-2.22353, 2.37379, -1.31397], [-0.59491, -1.42866, 1.02151], [0.98255, 0.12465, 0.08897], [-0.70427, 2.06193, 1.23380], [0.33132, -1.37072, -1.73105], [-1.80394, 2.84295, 1.22644], [2.05689, -1.53636, -1.25784], [1.05391, -2.04230, 1.09002], [0.43422, -1.15890, 1.22522]],
  "lowdin_charge": [-0.43, 0.03, 0.20, 0.03, -0.21, 0.03, 0.71, -0.26, 0.04, 0.22, 0.03, 0.03, -0.42]
}

=====

(2)
{
  "formula": "C4H7NO2",
  "method": "ωB97M-V/def2-TZVPD",
  "orbital_gap_ev": [7.54, 8.25],
  "charge": 0,
  "lumo_ev": [0.5, 0.9],
  "species": ["H", "H", "H", "C", "H", "O", "N", "C", "H", "H", "H", "C", "O", "C"],
  "coordinates": [[1.12830, -1.68459, 0.41179], [-0.89463, -0.69805, 1.30378], [-2.46582, 0.47181, -1.12794], [-2.34048, 0.42751, -0.04272], [-2.23814, 1.45626, 0.33153], [-0.30803, -0.64749, -0.63774], [3.12442, 0.73605, -0.10732], [-1.14129, -0.38221, 0.29223], [1.34611, -1.45273, -1.45869], [3.84707, 1.41330, 0.10468], [-3.24857, 0.00286, 0.40006], [0.91148, -1.16028, -0.51476], [1.00614, 1.28794, 0.88348], [2.00971, 0.95336, 0.36375]],
  "lowdin_charge": [0.08, 0.13, 0.08, -0.05, 0.08, -0.09, 0.14, -0.21, 0.07, 0.07, 0.08, -0.08, 0.12, -0.42]
}

=====

(3)
{
  "formula": "C15H30N",
  "method": "ωB97M-V/def2-TZVPD",
  "orbital_gap_ev": 8.59,
  "charge": 1,
  "lumo_ev": -2.6,
  "species": ["H", "H", "C", "H", "C", "H", "C", "H", "H", "H", "C", "H", "C", "H", "C", "H", "H", "H", "C", "H", "C", "H", "H", "H", "H", "H", "C", "H", "C", "H", "C", "H", "H", "C", "H", "N", "C", "H", "H", "H", "H", "H", "C", "H", "C", "H"],
  "coordinates": [[1.75806, -1.28650, 1.30724], [7.07836, -1.20736, -0.72235], [-3.11113, 0.02084, 0.35349], [-6.39017, 0.21615, -0.19170], [-1.82299, 0.38442, 0.00420], [-5.51312, -3.77777, 0.00667], [-5.40708, -1.49059, 0.25065], [0.91855, -0.36398, -0.61297], [-1.61547, 1.33559, -0.16834], [-4.15907, -0.74233, -1.73768], [-0.52128, 0.01930, 0.72266], [-5.21097, 0.36914, -2.22156], [-5.36206, 0.04989, 0.39079], [-3.58292, 0.85548, -2.24624], [6.78775, 0.59226, 0.38327], [1.75465, 0.26380, 2.35003], [3.63824, -1.96555, -0.24666], [-1.66333, -0.08897, -1.02454], [6.20990, -0.55632, -0.48402], [-0.84382, 0.46018, 2.00540], [-5.56107, -2.66963, 0.20920], [-0.82513, -1.20773, 0.96040], [2.89332, -0.91049, -1.40848], [-3.59505, 2.54656, -0.60483], [0.73362, 1.41404, 0.12132], [-5.26476, 2.37069, -0.52898], [3.14945, 0.13917, 0.72650], [5.92992, 0.87195, 0.96354], [1.82473, -0.26087, 1.02851], [-3.18456, 0.24271, 1.54399], [-4.35508, 0.44383, -1.62738], [3.34146, 1.09442, 0.08100], [6.96508, 1.22413, -0.26373], [3.65690, -0.74738, -0.53706], [5.04969, 0.55014, -1.52771], [-4.36709, 0.49014, -0.15906], [0.72010, 0.25807, 0.31067], [4.02671, 0.11049, 1.41777], [5.13125, -1.18685, -2.20026], [-3.29702, -0.99088, 0.41474], [7.57580, 0.52983, 1.02906], [-4.44072, 2.32142, 0.88761], [-4.48843, 1.91102, 0.12010], [5.94435, -1.32507, 0.48975], [4.96423, -0.47392, -1.02382], [-5.46979, 0.16656, 1.45881]],
  "lowdin_charge": [0.11, 0.12, -0.19, 0.22, -0.25, 0.09, -0.10, 0.16, 0.07, 0.17, -0.28, 0.11, -0.27, 0.12, -0.06, 0.21, 0.17, 0.16, -0.32, 0.21, 0.14, 0.19, 0.13, 0.22, 0.19, 0.14, -0.22, 0.06, -0.30, 0.22, 0.03, 0.15, -0.02, -0.26, 0.14, -0.41, -0.35, 0.12, 0.21, 0.10, 0.06, -0.01, 0.04, 0.16, -0.40, 0.17]
}

=====

(4)
{
  "formula": "C4H6BeCl4F3O2",
  "method": "ωB97M-V/def2-TZVPD",
  "orbital_gap_ev": 6.44,
  "charge": -3,
  "lumo_ev": 7.2,
  "species": ["F", "H", "C", "H", "C", "H", "F", "Cl", "H", "Cl", "Cl", "C", "O", "Cl", "C", "Be", "H", "H", "O", "F"],
  "coordinates": [[2.42567, -1.89105, 1.98703], [0.29458, -1.06507, 0.81948], [-1.91701, 2.24092, 1.02176], [-2.07070, 2.17984, 2.09915], [0.97971, -0.21938, 0.76046], [-2.89759, 2.33719, 0.55560], [3.22207, 0.06008, 1.71175], [2.97570, -1.78456, -3.74370], [-1.04829, 1.20551, -0.54784], [-0.20546, -4.14962, -4.09332], [-2.43603, -1.85352, -1.45706], [-1.08398, 1.06821, 0.53289], [1.26542, -0.09894, -0.63994], [-0.60394, 0.30165, -4.19260], [2.03273, -0.60522, 1.87447], [0.37936, -1.81080, -2.37088], [-1.77114, 0.23290, 0.66764], [-1.35373, 3.15975, 0.85875], [0.26850, 0.94033, 1.07619], [1.54413, -0.24821, 3.08017]],
  "lowdin_charge": [0.11, 0.12, -0.11, 0.05, -0.45, 0.07, 0.08, -0.67, 0.11, -0.69, -0.60, -0.25, -0.27, -0.67, -0.51, 0.57, 0.08, 0.06, -0.10, 0.10]
}

=====

(5)
{
  "formula": "C11H25Br8N3O6",
  "method": "ωB97M-V/def2-TZVPD",
  "orbital_gap_ev": 9.67,
  "charge": 0,
  "lumo_ev": -0.4,
  "smiles": "C[N+](=O)[O-].C[N+](=O)[O-].C[N+](=O)[O-].BrCCBr.BrCCBr.BrCCBr.BrCCBr",
  "species": ["C", "H", "H", "Br", "H", "H", "O", "H", "H", "Br", "H", "H", "Br", "H", "H", "H", "C", "H", "H", "O", "H", "C", "C", "C", "H", "N", "H", "H", "Br", "Br", "H", "H", "O", "H", "H", "C", "N", "O", "O", "O", "Br", "H", "H", "C", "H", "Br", "H", "C", "C", "C", "Br", "N", "C"],
  "coordinates": [[0.37230, -0.57579, 4.71079], [-0.31089, -0.44579, -6.33748], [-0.39352, -5.24953, 0.82547], [2.51815, 0.92458, 3.32063], [-5.92696, -1.36757, -0.19625], [3.81124, -0.75966, 0.88253], [-1.47248, 1.25865, -0.26956], [-2.54397, 5.26533, -1.39797], [0.85364, 0.87239, -6.28230], [-1.20614, 4.72800, 0.63779], [-2.82596, 3.55559, -0.88328], [-0.39151, -4.53735, 2.46843], [-4.32551, -3.35550, 0.26330], [1.41025, 0.16501, -0.03481], [5.56034, 0.85624, 2.01252], [-5.47497, -1.40098, 1.46727], [1.44102, -0.73117, 3.63335], [0.95870, -1.04675, 2.70821], [-0.85387, 1.17281, -6.49713], [1.62921, -3.33904, 1.14402], [0.11062, -0.05571, -1.25352], [-3.99827, -0.40679, 0.28474], [-2.08349, 4.31376, -1.13228], [5.77450, 0.32804, 1.08342], [-0.35884, 0.18127, 4.42725], [-0.29913, 0.59878, -4.49773], [-0.53881, 2.95385, -2.06853], [6.80550, -0.02280, 1.12886], [5.62754, 1.58707, -0.39741], [5.41582, -2.22783, 2.11407], [5.05233, -1.36825, -0.20830], [-3.47062, -0.65280, -0.63677], [-0.21391, 1.02883, 1.52409], [-0.32224, 4.66262, -2.24973], [2.17575, -1.45114, 3.99380], [-1.08729, 3.89053, -2.16803], [0.41785, -3.26284, 0.86884], [-0.13325, -2.33944, 0.21798], [-1.38557, 0.23179, -4.14386], [0.56326, 0.99953, -3.81619], [-2.05293, 3.77977, -3.83605], [0.95678, -0.30909, 5.59133], [-1.55494, -4.06451, 1.33373], [-0.50050, -4.33168, 1.40357], [0.91089, 1.55843, -1.09973], [-4.78640, 1.36811, 0.30757], [-3.22489, -0.49932, 1.04725], [0.60245, 0.64938, -0.58340], [4.88632, -0.88659, 0.75531], [-0.13674, 0.55888, -5.95223], [-0.44183, -2.34272, 5.01345], [-0.47322, 1.03092, 0.31218], [-5.06587, -1.48946, 0.46084]],
  "lowdin_charge": [-0.66, 0.10, 0.10, 0.62, 0.05, 0.02, 0.04, 0.05, 0.10, 0.57, 0.01, 0.08, 0.57, 0.09, 0.04, 0.05, -0.67, 0.02, 0.10, 0.05, 0.09, -0.72, -0.66, -0.72, 0.06, -0.49, 0.02, 0.04, 0.60, 0.59, 0.05, 0.05, 0.01, 0.06, 0.04, -0.70, -0.37, 0.03, 0.06, 0.09, 0.67, 0.05, 0.04, 0.03, 0.10, 0.67, 0.05, 0.03, -0.66, 0.03, 0.62, -0.44, -0.64]
}

=====

Result set for energy: -1275.540852 -361.719728 -643.376398 -2461.532716 -21641.643313 Ha, one per record in the order listed.
Result set for energy relative to the best compared isomer or geometry (same formula, charge and spin): 3.76 101.11 389.35 0.00 1.36 kcal per mole, one per record in the order listed.